{"formula": "C33H35N8O7PW", "method": "ωB97M-V/def2-TZVPD", "elements": ["W", "C", "C", "C", "C", "N", "C", "N", "C", "N", "C", "N", "C", "C", "C", "C", "C", "N", "C", "C", "C", "C", "C", "C", "H", "H", "H", "H", "H", "H", "H", "H", "H", "H", "H", "H", "O", "N", "O", "C", "C", "C", "C", "O", "C", "C", "N", "O", "O", "N", "O", "O", "H", "H", "C", "C", "C", "P", "C", "C", "C", "C", "C", "C", "H", "H", "H", "H", "H", "H", "H", "H", "H", "H", "H", "H", "H", "H", "H", "H", "H", "H", "H", "H", "H"], "coordinates": [[0.3535, -0.5816, -0.0226], [-1.3288, -0.3279, 3.9481], [-0.2972, 0.1080, 4.7797], [0.9214, 0.4226, 4.2248], [1.1195, 0.3215, 2.8454], [0.0951, -0.0624, 2.0431], [-1.0904, -0.4062, 2.6022], [2.3925, 0.5906, 2.3994], [2.7896, 0.6500, 1.1915], [2.0022, 0.4872, 0.0154], [2.8877, 0.5378, -1.1043], [2.5898, 0.3909, -2.3323], [1.3568, 0.1119, -2.8747], [1.2714, 0.1868, -4.2687], [0.1170, -0.1822, -4.9174], [-0.9630, -0.6492, -4.1663], [-0.8447, -0.6794, -2.8036], [0.2759, -0.2739, -2.1525], [4.2391, 0.7578, -0.6012], [5.4390, 0.8652, -1.2823], [6.5826, 1.0569, -0.5196], [6.5219, 1.1358, 0.8742], [5.3157, 1.0241, 1.5518], [4.1791, 0.8350, 0.7857], [-2.2938, -0.6168, 4.3391], [-0.4445, 0.1782, 5.8492], [1.7639, 0.7323, 4.8254], [-1.8421, -0.7821, 1.9219], [2.1532, 0.5088, -4.8031], [0.0578, -0.1348, -5.9967], [-1.8778, -0.9863, -4.6322], [-1.6541, -1.0337, -2.1789], [5.4795, 0.8005, -2.3608], [7.5422, 1.1457, -1.0104], [7.4359, 1.2843, 1.4330], [5.2613, 1.0795, 2.6302], [0.5435, -7.9511, -0.0720], [-0.5835, -7.5298, -0.2127], [-1.5832, -8.1852, -0.3885], [-0.7424, -6.0585, -0.1937], [-1.9959, -5.5200, -0.3739], [-2.1622, -4.1430, -0.3511], [-1.0719, -3.2921, -0.1387], [-1.1084, -1.9704, -0.0901], [0.1850, -3.9186, 0.0097], [0.3835, -5.2730, -0.0100], [1.2383, -2.9409, 0.1263], [1.1507, -2.1475, 1.1783], [1.3637, -2.1772, -0.9527], [-3.5192, -3.6164, -0.5656], [-4.3749, -4.4024, -0.8801], [-3.6885, -2.4147, -0.4202], [-2.8486, -6.1656, -0.5334], [1.3597, -5.7236, 0.1053], [-2.6881, 3.6588, 1.0896], [-1.3128, 3.0092, 0.8721], [-0.5594, 2.9130, 2.1902], [-1.3909, 1.5373, -0.2808], [-1.0992, 2.4450, -1.8817], [-2.0640, 3.6032, -2.1639], [0.3367, 2.9940, -1.9268], [-3.0358, 0.6456, -0.2856], [-3.9176, 0.8766, -1.5161], [-3.8797, 0.7841, 0.9905], [-2.5390, 4.7224, 1.2799], [-3.1852, 3.2370, 1.9605], [-3.3568, 3.5679, 0.2360], [-0.7292, 3.6867, 0.2466], [-1.0298, 2.2268, 2.8931], [-0.5740, 3.9021, 2.6512], [0.4856, 2.6438, 2.0468], [-1.2303, 1.7136, -2.6764], [-1.9620, 4.4057, -1.4347], [-3.1050, 3.3033, -2.2141], [-1.7959, 4.0235, -3.1350], [0.3901, 3.9789, -1.4623], [0.6457, 3.1202, -2.9647], [1.0679, 2.3605, -1.4297], [-2.7182, -0.3956, -0.3333], [-4.4513, 1.8236, -1.4566], [-4.6645, 0.0817, -1.5419], [-3.3682, 0.8453, -2.4577], [-4.5523, 1.6362, 0.9259], [-3.2916, 0.8963, 1.9004], [-4.4929, -0.1128, 1.0900]], "mulliken_charge": [-0.02, -1.02, -0.69, -0.63, 0.15, 0.37, -0.23, -0.33, 0.05, 0.75, 0.20, -0.42, 0.22, -0.56, -0.68, -0.96, -0.03, 0.51, 0.01, -0.48, -0.68, -0.70, -0.35, 0.20, 0.54, 0.46, 0.62, 0.67, 0.61, 0.47, 0.56, 0.39, 0.55, 0.45, 0.45, 0.57, -0.60, 1.04, -0.58, -0.56, -0.35, -1.07, 1.18, 0.85, 0.21, -0.86, 0.22, -0.50, -0.49, 0.97, -0.60, -0.54, 0.69, 0.61, -1.80, 0.86, -1.44, 0.66, 1.05, -1.65, -1.71, 2.71, -1.73, -1.87, 0.42, 0.47, 0.38, 0.44, 0.29, 0.53, 0.26, 0.14, 0.33, 0.33, 0.52, 0.54, 0.45, 0.28, -1.46, 0.42, 0.36, 0.40, 0.49, 0.35, 0.34], "multiplicity": 3, "total_charge": 2, "fmax_ev_per_a": 0.63, "e_lumo_ha": [-0.28478, -0.28550], "gap_ha": [0.244, 0.244], "total_energy_ev": -72136.2986, "s_squared": 2.01, "de_lowest_kcal_mol": 24.4}



{"formula": "C56H45CaN6O8PSe", "method": "ωB97M-V/def2-TZVPD", "elements": ["Ca", "O", "C", "O", "C", "C", "C", "C", "C", "C", "N", "C", "C", "C", "C", "C", "C", "N", "H", "H", "H", "H", "H", "H", "H", "H", "H", "H", "O", "C", "O", "C", "C", "C", "N", "C", "C", "C", "O", "O", "H", "H", "H", "O", "C", "O", "C", "C", "C", "C", "C", "C", "P", "C", "C", "C", "C", "C", "C", "C", "C", "C", "C", "C", "C", "H", "H", "H", "H", "H", "H", "H", "H", "H", "H", "H", "H", "H", "H", "N", "C", "C", "C", "C", "C", "C", "C", "C", "C", "C", "C", "C", "H", "H", "H", "H", "H", "H", "H", "H", "H", "H", "C", "N", "C", "C", "N", "C", "C", "Se", "H", "H", "H", "H", "H", "H", "H", "H"], "coordinates": [[0.3562, 0.0935, -0.0816], [7.2498, -4.2104, -3.0240], [6.4107, -3.1940, -3.3602], [6.6878, -2.4906, -4.2898], [5.1746, -3.0294, -2.5194], [4.8176, -3.9145, -1.5075], [3.6534, -3.7219, -0.7815], [2.8381, -2.6321, -1.0614], [3.1789, -1.7488, -2.0783], [4.3460, -1.9467, -2.7987], [1.5967, -2.4481, -0.3993], [1.4774, -2.7542, 0.8197], [0.1339, -2.8381, 1.4770], [0.0658, -3.2406, 2.7987], [-1.1897, -3.3850, 3.3729], [-2.3046, -3.0865, 2.6127], [-2.1310, -2.6763, 1.2938], [-0.9344, -2.5741, 0.7270], [6.9173, -4.6539, -2.2375], [5.4110, -4.7904, -1.2644], [3.3660, -4.4336, -0.0185], [2.5289, -0.9160, -2.3275], [4.6165, -1.2650, -3.5942], [2.3389, -2.9862, 1.4541], [0.9731, -3.4133, 3.3625], [-1.2878, -3.7138, 4.3999], [-3.3026, -3.1513, 3.0257], [-2.9755, -2.4087, 0.6700], [4.3942, 5.6190, 2.2337], [4.1348, 5.5285, 1.0128], [4.4183, 6.3097, 0.0832], [3.3294, 4.2871, 0.6120], [2.5364, 4.2781, -0.5240], [1.7800, 3.1570, -0.8327], [1.7669, 2.0588, -0.0728], [2.5528, 2.0535, 1.0251], [3.3391, 3.1292, 1.3860], [2.5703, 0.7841, 1.8965], [3.3757, 0.7175, 2.8111], [1.7230, -0.1373, 1.5661], [2.5254, 5.1523, -1.1614], [1.1638, 3.1011, -1.7243], [3.9406, 3.0786, 2.2819], [-3.6685, -0.1760, 0.2115], [-2.8397, 0.4169, 0.8982], [-1.5802, 0.2253, 0.8951], [-3.3186, 1.4577, 1.9052], [-4.6879, 1.4709, 2.1756], [-5.2177, 2.3057, 3.1420], [-4.3734, 3.1540, 3.8505], [-3.0199, 3.1693, 3.5675], [-2.4667, 2.3352, 2.5929], [-0.6196, 2.3801, 2.3149], [-0.2866, 4.1894, 2.4576], [-1.1728, 5.0307, 1.7689], [-0.8912, 6.3730, 1.5796], [0.3052, 6.9092, 2.0459], [1.2135, 6.0860, 2.6889], [0.9174, 4.7411, 2.8888], [-0.2069, 1.6063, 3.9554], [-0.7562, 0.3437, 4.2000], [-0.5128, -0.3206, 5.3888], [0.3070, 0.2467, 6.3592], [0.8776, 1.4843, 6.1173], [0.6198, 2.1573, 4.9270], [-5.3131, 0.8035, 1.5970], [-6.2810, 2.2940, 3.3524], [-4.7698, 3.8014, 4.6241], [-2.3676, 3.8418, 4.1126], [-2.0915, 4.6250, 1.3592], [-1.5976, 6.9951, 1.0428], [0.5452, 7.9505, 1.8706], [2.1896, 6.4511, 2.9821], [1.6918, 4.1269, 3.3271], [-1.3756, -0.1228, 3.4419], [-0.9673, -1.2893, 5.5598], [0.5068, -0.2785, 7.2856], [1.5341, 1.9380, 6.8495], [1.0811, 3.1216, 4.7768], [-2.3381, -2.0860, -2.1553], [-2.3547, -1.8878, -3.5220], [-2.0128, -2.9308, -4.3859], [-2.1099, -2.7864, -5.7611], [-2.5656, -1.5952, -6.3100], [-2.8805, -0.5472, -5.4509], [-2.7663, -0.6607, -4.0725], [-3.0052, 0.5302, -3.2074], [-4.2973, 1.0361, -3.0805], [-4.5697, 2.1345, -2.2798], [-3.5237, 2.7363, -1.5924], [-2.2323, 2.2533, -1.7305], [-1.9326, 1.1468, -2.5378], [-1.5683, -2.6296, -1.7965], [-2.5680, -1.2928, -1.5680], [-1.6627, -3.8643, -3.9583], [-1.8409, -3.6168, -6.4046], [-2.6474, -1.4725, -7.3826], [-3.1794, 0.4132, -5.8570], [-5.1018, 0.5445, -3.6174], [-5.5829, 2.5055, -2.1836], [-3.7125, 3.5866, -0.9461], [-1.4220, 2.7440, -1.1994], [1.6958, -0.9688, -5.9046], [2.8231, -0.1384, -5.5035], [3.9882, 0.0261, -6.2357], [4.7807, 0.8339, -5.5021], [4.0651, 1.1243, -4.3505], [4.5463, 1.9726, -3.2696], [2.8408, 0.5304, -4.3216], [-0.0929, 0.6397, -2.8607], [1.4538, -0.7892, -6.9525], [0.8448, -0.7026, -5.2791], [1.9278, -2.0260, -5.7633], [4.1539, -0.4437, -7.1895], [5.7747, 1.2017, -5.6868], [5.5814, 1.7252, -3.0335], [3.9208, 1.7951, -2.3979], [4.4793, 3.0278, -3.5342]], "mulliken_charge": [1.30, -0.54, 0.48, -0.55, 0.65, -0.90, -0.97, -0.34, 0.75, -0.36, 0.15, -1.15, 1.25, -0.97, -0.38, -1.17, -0.35, -0.06, 0.26, 0.15, 0.52, 0.19, 0.47, 0.49, 0.38, 0.50, 0.40, 0.74, -0.73, 0.48, -0.78, 0.37, -1.43, -0.83, 1.52, 0.56, -0.62, -0.74, -0.83, -0.17, 0.52, 0.45, 0.60, -0.82, -0.47, 1.86, -0.35, -0.52, -0.68, -0.77, -0.44, 0.04, 2.27, 0.75, -0.69, -0.84, -0.68, -1.18, -0.23, 0.63, -0.10, -0.65, -0.64, -0.94, -0.40, 0.48, 0.37, 0.40, 0.42, 0.35, 0.40, 0.37, 0.46, 0.06, -0.21, 0.39, 0.34, 0.41, 0.30, -0.48, 0.24, -0.39, -0.54, -0.90, -0.36, 0.03, -0.01, -0.41, -1.04, -0.20, -0.13, 0.54, 0.12, 0.18, 0.41, 0.36, 0.37, 0.43, 0.40, 0.35, 0.43, 0.17, -0.77, 0.57, -0.54, -0.59, 0.64, -0.91, -1.00, -0.32, 0.40, -0.05, 0.29, 0.46, 0.42, 0.39, 0.06, 0.38], "total_charge": -2, "fmax_ev_per_a": 0.99, "e_lumo_ha": 0.11702, "gap_ha": 0.206, "total_energy_ev": -177205.3016, "de_lowest_kcal_mol": 0.0}